1.
Density functional theory data (ωB97M-V with the def2-TZVPD basis set) for an isolated molecule of C5H9Cl2N.

Atoms and positions in Å:
C -1.414 -0.884 1.151
C -0.462 -0.168 0.205
C 0.700 0.479 0.930
Cl 0.138 1.726 2.085
N -1.111 0.722 -0.764
C -1.095 -0.305 -1.812
C -0.090 -1.118 -0.984
Cl 1.592 -1.062 -1.580
H -1.886 -0.163 1.839
H -2.219 -1.369 0.587
H -0.885 -1.653 1.753
H 1.332 1.012 0.217
H 1.285 -0.241 1.489
H -2.029 1.056 -0.480
H -2.058 -0.859 -1.956
H -0.719 0.046 -2.786
H -0.292 -2.197 -0.833

Results
Total charge: 0
HOMO energy in hartree: -0.347
Molecular weight in g mol⁻¹: 154.04
SMILES: C[C@]1(CCl)NC[C@H]1Cl
Energy above the lowest of the compared OMol25 structures with the same formula, charge and spin in eV: 0.000



2.
Density functional theory data (ωB97M-V with the def2-TZVPD basis set) for a cluster of 2 separate species, C5H9Cl2NSi in total at a distorted geometry.

Atoms and positions in Å:
C -2.451 -1.999 -1.121
C -2.414 1.743 -0.091
C 2.110 -0.682 1.752
C -2.151 -0.670 -0.937
C -2.781 0.255 -0.197
N -2.817 -3.086 -1.313
Si 1.387 -0.853 -0.028
Cl 0.980 1.010 -0.679
Cl -3.990 -0.175 1.035
H -3.322 2.298 0.200
H -2.138 2.111 -1.109
H -1.659 1.909 0.530
H 2.522 0.375 1.844
H 1.340 -0.935 2.475
H 2.754 -1.449 1.879
H -1.303 -0.219 -1.618
H 0.100 -1.629 -0.070
H 2.322 -1.358 -1.040

Results
Total charge: 0
Expectation value of S²: 2.020
HOMO energy (spin up / spin down) in hartree: -0.237 / -0.410
Molecular weight in g mol⁻¹: 182.13
2S+1: 3
Energy above the lowest of the compared OMol25 structures with the same formula, charge and spin in eV: 0.166



3.
Density functional theory data (ωB97M-V with the def2-TZVPD basis set) for a cluster of 2 separate species, C5H9Cl2NSi in total at a distorted geometry.

Atoms and positions in Å:
C -0.232 -0.222 2.028
C 0.729 0.600 -1.666
C -0.546 1.343 -1.342
C -0.810 2.584 -0.956
C -0.688 -1.136 1.230
N 0.365 0.707 2.546
Si 0.435 -2.612 0.670
Cl 2.282 -2.066 0.933
Cl -0.220 -3.070 -1.190
H 0.904 -0.125 -0.940
H 1.551 1.309 -1.657
H 0.535 0.073 -2.654
H -1.349 0.652 -1.582
H 0.490 0.860 3.565
H -0.001 3.280 -0.705
H -1.752 2.897 -0.662
H -1.720 -1.210 0.886
H 0.026 -3.862 1.496

Results
Total charge: 0
Expectation value of S²: 2.016
HOMO energy (spin up / spin down) in hartree: -0.179 / -0.353
Molecular weight in g mol⁻¹: 182.13
2S+1: 3
Energy above the lowest of the compared OMol25 structures with the same formula, charge and spin in eV: 0.000